A structure of composition C21H15BaBrN3O6, computed with wB97M-V/def2-TZVPD.

XYZ file:
```
47
Properties=species:S:1:pos:R:3:lowdin_charge:R:1
Ba 0.525 0.589 -0.219 2.175
Br 2.893 -4.430 5.312 0.799
O -5.225 2.548 -5.936 0.089
O 0.484 -1.473 1.680 -0.252
O 2.763 -0.709 0.581 -0.178
O -5.228 4.120 -4.462 0.082
O -1.129 0.155 -1.947 -0.371
O -1.252 2.302 -0.114 -0.297
N 6.536 -1.946 1.823 0.190
N 5.261 -0.724 0.486 0.146
N -4.820 3.071 -4.918 -0.358
C 1.655 -2.811 3.342 -0.045
C -2.077 2.738 -0.937 -0.192
C 8.784 -1.339 0.811 -0.007
C -3.856 2.314 -4.115 -0.141
C -1.992 0.847 -2.603 -0.369
C 1.639 -1.960 2.255 -0.205
C 8.511 0.209 -1.045 -0.074
C -3.407 1.063 -4.570 0.031
C 7.140 0.233 -0.906 -0.008
C -0.753 -2.025 2.155 -0.039
C 4.064 -2.875 3.250 -0.062
C 4.049 -2.006 2.158 -0.056
C 2.831 -1.546 1.656 -0.200
C 6.585 -0.544 0.110 -0.193
C -2.507 0.350 -3.832 0.013
C -3.412 2.835 -2.938 0.054
C -2.477 2.125 -2.160 -0.125
C 5.277 -1.564 1.498 -0.230
C 7.401 -1.312 0.945 -0.172
C 2.878 -3.263 3.829 -0.670
C 9.321 -0.567 -0.198 -0.072
H 9.412 -1.935 1.460 0.116
H -0.744 -3.110 2.059 0.112
H 6.803 -2.582 2.554 0.164
H -0.932 -1.737 3.190 0.108
H 8.980 0.796 -1.823 0.108
H 10.392 -0.558 -0.342 0.110
H -2.563 3.700 -0.718 0.140
H 3.743 -0.614 0.244 0.075
H 6.510 0.825 -1.555 0.113
H 0.746 -3.145 3.817 0.107
H -2.154 -0.617 -4.162 0.123
H 4.997 -3.244 3.651 0.108
H -3.784 3.797 -2.611 0.133
H -3.788 0.681 -5.507 0.128
H -1.538 -1.616 1.522 0.097
```

Results
**Largest force on an atom**: 0.0162 hartree/bohr
**LUMO level**: -3.221 eV
**Total charge**: +1
**Orbital gap**: 7.937 eV
**Electronic energy**: -109506.849 eV

***

A structure of composition C21H15Br12FO5, computed with wB97M-V/def2-TZVPD.

XYZ file:
```
54
Properties=species:S:1:pos:R:3:lowdin_charge:R:1
Br 1.211 5.119 -0.669 0.472
Br 1.887 1.894 -0.079 0.495
Br -6.058 5.967 4.653 0.498
Br -6.889 3.615 2.581 0.453
Br -5.004 0.618 -1.612 0.507
Br 6.067 7.552 0.478 0.551
Br 4.003 9.608 1.943 0.540
Br -3.228 0.167 1.037 0.490
Br -3.867 4.972 2.471 0.457
Br 5.748 10.632 -0.597 0.501
Br -0.297 2.898 -2.421 0.527
Br -5.960 -1.615 0.725 0.535
F 2.300 5.538 5.177 0.104
O 4.413 4.927 5.310 0.172
O -0.762 -3.952 -0.237 0.039
O -0.290 -6.510 -5.120 0.109
O 3.572 3.079 6.031 0.065
O 5.466 3.836 6.969 0.191
C 3.213 4.727 4.638 -0.336
C -0.632 -4.450 -1.416 -0.238
C -5.352 4.348 3.716 -1.390
C 3.023 -4.386 -3.601 -0.055
C -2.820 -6.287 -3.910 -0.008
C -1.654 -5.712 -3.394 -0.071
C 1.701 -3.651 -1.769 -0.018
C 4.626 3.944 6.140 -0.565
C 0.789 -5.209 -3.443 -0.065
C 4.858 9.058 0.268 -1.557
C 0.615 -4.424 -2.234 -0.055
C 2.852 -3.498 -2.496 -0.038
C -4.479 -0.728 -0.226 -1.497
C -2.964 -5.047 -1.393 -0.011
C -1.747 -5.103 -2.127 -0.086
C -0.351 -5.795 -4.132 -0.295
C 2.888 3.250 4.853 -0.086
C -4.101 -5.665 -1.907 -0.043
C 2.046 -5.214 -4.100 0.003
C 0.494 3.222 -0.638 -1.463
C -4.048 -6.221 -3.234 -0.037
H -2.853 -6.890 -4.806 0.116
H 1.810 3.299 5.002 0.145
H 1.441 -3.041 -0.917 0.115
H -3.916 -1.517 -0.725 -0.039
H 4.116 8.802 -0.489 -0.035
H -4.786 -6.969 -3.483 0.100
H 3.616 -2.819 -2.149 0.107
H -0.259 3.094 0.140 -0.035
H 3.886 -4.234 -4.233 0.103
H 3.229 2.521 4.118 0.144
H -3.009 -4.774 -0.349 0.114
H 3.332 4.902 3.569 0.168
H -4.966 -5.628 -1.260 0.100
H -5.042 3.527 4.363 -0.018
H 2.130 -5.773 -5.020 0.121
```

Results
**Largest force on an atom**: 0.0951 hartree/bohr
**LUMO level**: -1.656 eV
**Orbital gap**: 8.146 eV
**Electronic energy**: -875481.700 eV

***

A structure of composition C21H16CaN2O8S, computed with wB97M-V/def2-TZVPD.

XYZ file:
```
49
Properties=species:S:1:pos:R:3:lowdin_charge:R:1
Ca -0.545 -0.227 -1.586 1.455
S 2.366 0.513 0.132 0.742
O 1.239 -0.802 -2.967 -0.221
O -1.262 -4.159 -5.260 0.010
O -1.323 -1.778 -3.286 -0.144
O -1.582 -0.049 4.271 -0.096
O 3.114 -2.636 -4.823 0.028
O -0.941 1.907 -1.923 -0.253
O -1.058 -1.394 0.355 -0.157
O 1.190 -3.603 -6.834 0.074
N -1.083 1.304 0.699 -0.001
N -1.167 0.443 1.773 0.066
C -0.387 -2.238 -4.004 -0.337
C -1.141 -0.923 1.528 -0.369
C -0.823 3.545 -0.274 -0.148
C 0.960 -1.726 -3.841 -0.305
C 0.111 5.753 -0.958 -0.179
C -1.692 -2.288 5.018 -0.056
C -0.703 3.109 -1.630 -0.425
C -1.160 -1.843 2.691 -0.107
C -0.374 -3.300 -5.070 -0.292
C -0.338 4.097 -2.619 -0.011
C 2.163 1.509 1.674 -0.411
C 1.905 -2.513 -4.708 -0.293
C -1.496 -1.278 4.005 -0.398
C -1.236 2.599 0.787 -0.091
C 0.129 5.382 -2.276 -0.128
C -0.409 4.898 0.008 -0.071
C -0.775 -3.129 2.491 -0.064
C 0.958 -3.234 -5.712 -0.313
C -1.400 -3.598 4.805 -0.138
C -0.831 -3.983 3.586 -0.137
C 2.113 -1.289 0.760 -0.334
H 2.904 2.295 1.690 0.005
H 1.174 1.981 1.578 -0.013
H -1.650 -4.412 5.485 0.091
H -1.958 -1.900 6.015 0.100
H -0.409 -4.966 3.506 0.073
H -0.424 5.265 1.045 0.095
H 3.079 -1.643 0.507 -0.015
H -1.685 3.119 1.698 0.134
H 0.604 6.043 -3.034 0.100
H -1.472 0.736 2.746 0.124
H 1.454 -1.904 0.147 0.018
H 1.904 -1.444 1.841 0.052
H 0.548 6.669 -0.602 0.075
H 2.219 0.893 2.631 0.061
H -0.443 -3.509 1.553 0.109
H -0.371 3.709 -3.619 0.094
```

Results
**Largest force on an atom**: 0.0718 hartree/bohr
**LUMO level**: 4.403 eV
**Total charge**: -2
**Orbital gap**: 5.937 eV
**Electronic energy**: -70674.863 eV

***

A structure of composition C21H16Cl4CrN4O3, computed with wB97M-V/def2-TZVPD.

XYZ file:
```
49
Properties=species:S:1:pos:R:3:lowdin_charge:R:1
Cr -0.027 -1.133 -0.808 0.849
Cl 1.144 -5.928 -0.109 0.582
Cl 0.361 -5.145 -2.809 0.615
Cl -1.412 -6.735 -1.316 0.508
Cl 0.272 2.082 3.932 0.678
O -1.999 -0.255 -0.969 -0.088
O 0.185 -3.136 -0.616 -0.256
O -1.976 -3.937 -0.417 0.052
N -0.089 -0.963 1.415 0.011
N -0.719 1.698 -1.282 0.056
N 0.300 0.880 -1.033 -0.074
N 2.079 -0.862 -0.749 0.026
C -0.173 -5.355 -1.160 -1.446
C 1.305 -0.414 3.723 -0.079
C 4.793 -0.318 -0.636 -0.058
C -4.032 4.108 -0.831 -0.091
C 2.930 -1.877 -0.836 -0.091
C -5.344 2.275 -0.125 -0.082
C 1.537 1.393 -1.053 -0.228
C -4.285 1.440 -0.466 -0.030
C 4.336 -1.656 -0.789 -0.024
C -0.767 -4.020 -0.630 -0.751
C -5.172 3.648 -0.184 -0.084
C 1.738 2.890 -0.955 -0.012
C -1.891 1.007 -1.173 -0.388
C 0.417 0.526 3.174 -0.644
C -2.991 3.274 -1.226 -0.040
C 1.454 -1.621 3.078 -0.047
C 0.631 -1.941 2.000 -0.104
C 3.919 0.717 -0.703 -0.032
C -0.319 0.226 2.061 -0.115
C -3.102 1.905 -1.019 -0.154
C 2.579 0.448 -0.815 -0.192
H 0.640 -2.966 1.617 0.114
H -4.263 0.328 -0.165 0.149
H 0.801 3.363 -0.850 0.045
H 2.280 3.280 -1.860 0.106
H 2.135 -2.404 3.462 0.123
H 4.222 1.746 -0.712 0.114
H -1.123 0.837 1.612 0.132
H 1.972 -0.113 4.519 0.110
H -5.921 4.384 0.128 0.109
H 2.376 3.103 -0.090 0.084
H 5.899 -0.114 -0.580 0.131
H 2.504 -2.885 -0.875 0.109
H -2.155 3.732 -1.705 0.098
H 5.000 -2.524 -0.589 0.115
H -3.776 5.168 -0.743 0.105
H -6.268 1.843 0.159 0.091
```

Results
**Largest force on an atom**: 0.0601 hartree/bohr
**LUMO level (alpha / beta)**: -1.052 / -1.261 eV
**Orbital gap (alpha / beta)**: 6.891 / 6.908 eV
**Spin multiplicity**: 5
**Electronic energy**: -112651.475 eV

***

A structure of composition C21H16ClF6N6O6S2Sc, computed with wB97M-V/def2-TZVPD.

XYZ file:
```
59
Properties=species:S:1:pos:R:3:lowdin_charge:R:1
Sc 0.366 0.153 -0.029 0.999
Cl 1.112 3.210 0.231 0.689
S -1.700 0.604 -2.706 0.637
S -2.718 1.962 -0.512 0.619
F -0.538 0.915 -5.006 0.160
F -2.611 1.525 -4.981 0.158
F -2.230 4.306 0.510 0.142
F -1.365 4.022 -1.454 0.125
F -3.486 4.346 -1.253 0.158
F -1.108 2.770 -4.055 0.157
O -1.552 1.470 0.211 -0.369
O -2.148 -0.704 -3.049 -0.235
O 0.814 0.815 1.832 -0.167
O -0.385 0.726 -2.090 -0.357
O 0.103 1.762 3.719 0.066
O -3.970 1.869 0.159 -0.237
N 0.385 -1.875 -1.293 0.036
N -1.187 -1.187 1.281 0.061
N 1.524 -2.899 3.103 0.125
N -2.801 1.450 -1.984 -0.265
N 1.535 -1.665 1.285 0.079
N -1.576 -2.387 3.080 0.132
C 2.836 -2.796 2.695 -0.056
C -1.478 1.520 -4.292 -0.685
C -2.528 -1.127 1.573 -0.085
C 3.485 0.849 -0.783 -0.131
C 0.693 3.214 1.973 -0.413
C 0.505 1.818 2.575 -0.683
C 2.390 0.003 -0.995 -0.161
C -2.425 3.777 -0.698 -0.686
C 1.608 -3.214 -2.824 0.000
C 0.783 -2.192 2.216 -0.257
C -0.636 -2.725 -1.405 -0.133
C 0.550 -4.093 -2.928 -0.050
C 3.894 -1.406 -2.323 -0.048
C -2.788 -1.867 2.682 -0.048
C 2.634 -1.141 -1.778 -0.211
C 4.741 0.595 -1.318 -0.093
C -0.602 -3.854 -2.196 -0.049
C 1.519 -2.102 -1.982 -0.199
C 2.820 -2.032 1.568 -0.073
C 4.947 -0.537 -2.095 -0.094
C -0.644 -1.945 2.209 -0.247
H -0.226 3.780 2.088 0.074
H 3.635 -3.266 3.238 0.113
H 3.362 1.736 -0.172 0.053
H -3.695 -2.060 3.224 0.118
H 5.562 1.275 -1.129 0.099
H -1.463 -4.504 -2.248 0.107
H 0.622 -4.952 -3.583 0.110
H -1.414 -2.948 3.898 0.160
H 4.080 -2.292 -2.915 0.094
H 1.498 3.731 2.487 0.085
H 2.504 -3.380 -3.402 0.101
H 3.641 -1.714 0.947 0.115
H -1.524 -2.473 -0.840 0.103
H 1.206 -3.369 3.931 0.156
H 5.922 -0.746 -2.516 0.098
H -3.219 -0.543 0.991 0.102
```

Results
**Largest force on an atom**: 0.0159 hartree/bohr
**LUMO level**: -0.133 eV
**Orbital gap**: 8.269 eV
**Electronic energy**: -114465.460 eV